2 unconnected molecules or ions with the total composition C2H7NO3, computed with wB97M-V/def2-TZVPD.

Geometry as ORCA input:
```
! wB97M-V def2-TZVPD RIJCOSX def2/J DEFGRID3
* xyz 0 1
C 1.81 1.41 -1.07
N 1.20 1.50 0.19
C 0.69 0.39 0.96
O 0.04 0.48 1.95
O 0.82 -0.68 0.14
H 2.22 0.46 -1.30
H 1.09 1.55 -1.97
H 2.68 2.11 -1.02
H 0.87 2.49 0.56
H 0.22 -1.23 0.73
O -3.54 -2.63 0.28
H -4.27 -2.55 -0.43
H -3.85 -3.30 0.98
*
```

Results
Total energy in a.u.: -360.862194
Gap between HOMO and LUMO in eV: 10.06
E_HOMO in eV: -9.372
Structure (SMILES): CNC(=O)O.O